one) {
  "formula": "C4H6N2S",
  "method": "the ωB97M-V functional and the def2-TZVPD basis",
  "elements": ["C", "C", "C", "N", "N", "S", "C", "H", "H", "H", "H", "H", "H"],
  "coordinates": [[-2.299, -0.392, -0.067], [-1.229, 0.498, 0.174], [0.160, 0.372, -0.162], [0.913, 1.366, -0.038], [2.238, 1.155, -0.282], [2.582, -0.631, 0.030], [0.700, -1.101, -0.042], [-3.331, 0.051, 0.135], [-1.998, -1.326, -0.888], [-1.464, 1.586, 0.345], [2.866, 1.690, 0.462], [0.636, -1.472, 1.105], [0.227, -1.796, -0.770]],
  "nbo_charge": [-0.409, -0.223, 0.130, -0.195, -0.514, 0.230, -0.562, 0.231, 0.213, 0.226, 0.384, 0.250, 0.239],
  "smiles": "C=CC1=NNSC1",
  "spin_multiplicity": 1,
  "gap_ev": 8.408,
  "total_charge": 0
}

=====

two) {
  "formula": "C4H6N2S",
  "method": "the ωB97M-V functional and the def2-TZVPD basis",
  "elements": ["N", "C", "C", "C", "N", "C", "S", "H", "H", "H", "H", "H", "H"],
  "coordinates": [[0.626, 1.925, -0.423], [0.645, 0.775, 0.427], [1.872, -0.045, 0.101], [1.526, -1.319, -0.079], [0.174, -1.407, -0.122], [-0.447, -0.214, 0.087], [-2.087, -0.044, 0.008], [1.384, 2.614, -0.172], [-0.288, 2.360, -0.264], [0.573, 0.958, 1.570], [2.872, 0.333, 0.060], [2.125, -2.167, -0.306], [-0.441, -2.195, -0.414]],
  "nbo_charge": [-0.813, -0.165, -0.240, -0.020, -0.579, 0.137, -0.144, 0.367, 0.375, 0.211, 0.220, 0.220, 0.430],
  "smiles": "N[C@@H]1C=CNC1=S",
  "spin_multiplicity": 1,
  "gap_ev": 8.481,
  "total_charge": 0
}

=====

three) {
  "formula": "C4H6N2S",
  "method": "the ωB97M-V functional and the def2-TZVPD basis",
  "elements": ["H", "N", "C", "N", "C", "C", "C", "S", "H", "H", "H", "H", "H"],
  "coordinates": [[1.615, -0.697, 2.466], [1.287, -0.207, 1.608], [0.898, -1.051, 0.762], [0.555, -0.705, -0.580], [-0.845, -0.699, -1.000], [-0.025, 0.573, -0.879], [-0.499, 1.547, 0.073], [-0.736, 3.118, -0.307], [0.847, -2.146, 0.921], [-1.002, -1.063, -2.001], [-1.634, -0.859, -0.289], [0.316, 0.993, -1.842], [-0.778, 1.196, 1.068]],
  "nbo_charge": [0.354, -0.658, 0.272, -0.400, -0.212, -0.159, -0.248, 0.035, 0.161, 0.213, 0.204, 0.227, 0.212],
  "smiles": "[H]/N=C/N1C[C@H]1C=S",
  "spin_multiplicity": 1,
  "gap_ev": 8.505,
  "total_charge": 0
}

=====

Relative energies, in hartree, with the most stable structure set to zero: one) 0.1272; two) 0.0000; three) 0.0533.

=====

one) {
  "formula": "C4H4N2O2",
  "method": "the ωB97M-V functional and the def2-TZVPD basis",
  "elements": ["O", "C", "N", "C", "C", "O", "C", "N", "H", "H", "H", "H"],
  "coordinates": [[-3.324, 0.965, -0.115], [-2.101, 0.686, 0.070], [-1.288, -0.379, -0.774], [0.122, -0.368, -0.398], [1.286, -1.072, -0.576], [2.324, -0.482, 0.307], [1.743, 0.705, 0.789], [0.503, 0.882, 0.278], [-1.612, 1.423, 0.548], [-1.686, -1.302, -0.863], [1.502, -2.279, -0.729], [2.532, 1.221, 1.462]],
  "nbo_charge": [-0.527, 0.536, -0.647, 0.236, -0.022, -0.454, 0.351, -0.519, 0.173, 0.407, 0.233, 0.232],
  "smiles": "O=CNc1cocn1",
  "spin_multiplicity": 1,
  "gap_ev": 9.920,
  "total_charge": 0
}

=====

two) {
  "formula": "C4H4N2O2",
  "method": "the ωB97M-V functional and the def2-TZVPD basis",
  "elements": ["O", "N", "C", "C", "N", "C", "C", "O", "H", "H", "H", "H"],
  "coordinates": [[-2.667, 0.863, 0.236], [-2.526, -0.522, -0.098], [-1.366, -1.069, -0.172], [-0.077, -0.362, -0.099], [0.169, 0.875, -0.365], [1.535, 1.002, -0.127], [2.010, -0.254, 0.172], [0.971, -1.089, 0.052], [-1.805, 1.373, 0.124], [-1.281, -2.119, -0.216], [2.047, 1.960, 0.075], [2.990, -0.658, 0.419]],
  "nbo_charge": [-0.555, -0.035, -0.061, 0.429, -0.485, -0.107, 0.042, -0.379, 0.485, 0.214, 0.230, 0.222],
  "smiles": "O/N=C\\c1ncco1",
  "spin_multiplicity": 1,
  "gap_ev": 9.759,
  "total_charge": 0
}

=====

Relative energies, in hartree, with the most stable structure set to zero: one) 0.0217; two) 0.0000.

=====

one) {
  "formula": "C6H13O2",
  "method": "the ωB97M-V functional and the def2-TZVPD basis",
  "elements": ["C", "O", "C", "C", "C", "C", "C", "H", "H", "H", "H", "H", "H", "H", "H", "H", "H", "H", "H", "H", "O"],
  "coordinates": [[1.796, 0.278, 0.876], [2.215, -0.430, -0.240], [0.533, 1.069, 0.331], [-0.893, 0.536, 0.822], [-2.024, 0.620, -0.171], [-2.824, -1.314, -1.538], [-1.930, -0.370, -1.327], [2.618, 0.961, 1.180], [1.479, -0.419, 1.677], [0.625, 2.133, 0.531], [0.459, 0.914, -0.761], [-0.696, -0.457, 1.145], [-1.106, 0.989, 1.799], [-3.050, 0.871, 0.192], [-1.983, 1.561, -0.783], [-3.797, -1.589, -1.053], [-2.908, -2.034, -2.318], [-1.067, -0.273, -1.965], [3.514, -0.821, 0.002], [4.572, -0.952, 1.257], [4.466, -1.272, 0.346]],
  "nbo_charge": [-0.048, -0.914, -0.400, -0.418, -0.448, -0.434, -0.148, 0.119, 0.110, 0.167, 0.204, 0.206, 0.188, 0.207, 0.199, 0.177, 0.182, 0.216, 0.495, 0.424, -1.084],
  "spin_multiplicity": 1,
  "gap_ev": 6.788,
  "total_charge": -1
}

=====

two) {
  "formula": "C6H13O2",
  "method": "the ωB97M-V functional and the def2-TZVPD basis",
  "elements": ["C", "O", "C", "C", "C", "C", "C", "H", "H", "H", "H", "H", "H", "H", "H", "H", "H", "H", "H", "H", "O"],
  "coordinates": [[2.830, -0.800, 1.163], [3.509, -1.655, 0.371], [2.068, 0.327, 0.343], [0.560, 0.335, 0.674], [-0.297, -0.140, -0.469], [-1.354, 0.627, -1.060], [-2.352, -0.057, -1.922], [3.472, -0.317, 1.952], [2.009, -1.300, 1.757], [2.570, 1.289, 0.489], [2.143, -0.011, -0.700], [0.257, -0.342, 1.488], [0.151, 1.227, 1.145], [0.068, -1.061, -0.944], [-1.307, 1.704, -1.101], [-1.884, -0.516, -2.813], [-3.028, 0.648, -2.465], [-3.090, -0.755, -1.522], [-2.904, 0.412, 1.825], [-1.443, 0.154, 0.149], [-1.978, 0.231, 1.640]],
  "nbo_charge": [0.004, -0.952, -0.455, -0.489, -0.045, -0.246, -0.660, 0.067, 0.061, 0.192, 0.201, 0.277, 0.238, 0.246, 0.247, 0.223, 0.213, 0.243, 0.428, 0.439, -1.234],
  "spin_multiplicity": 1,
  "gap_ev": 5.242,
  "total_charge": -1
}

=====

Relative energies, in hartree, with the most stable structure set to zero: one) 0.0000; two) 0.1257.